{"formula": "C32H52BF5N9O5S", "method": "ωB97M-V/def2-TZVPD", "species": ["S", "F", "F", "F", "F", "F", "O", "O", "O", "O", "O", "N", "N", "N", "N", "N", "N", "N", "N", "N", "C", "C", "C", "C", "C", "C", "C", "C", "C", "C", "C", "C", "C", "C", "C", "C", "C", "C", "C", "C", "C", "C", "C", "C", "C", "C", "C", "C", "C", "C", "C", "C", "B", "H", "H", "H", "H", "H", "H", "H", "H", "H", "H", "H", "H", "H", "H", "H", "H", "H", "H", "H", "H", "H", "H", "H", "H", "H", "H", "H", "H", "H", "H", "H", "H", "H", "H", "H", "H", "H", "H", "H", "H", "H", "H", "H", "H", "H", "H", "H", "H", "H", "H", "H", "H"], "positions_angstrom": [[0.433, 0.270, -3.844], [4.310, -0.451, -3.084], [3.357, 1.454, -3.290], [2.125, -1.801, -3.694], [2.770, 0.103, -1.685], [2.609, -0.267, -5.154], [0.547, 1.370, -2.954], [-2.269, 1.175, 0.649], [-0.535, -0.391, 0.262], [0.014, 0.548, -5.176], [-1.635, 0.593, -1.602], [-0.633, -1.759, 3.852], [0.252, -4.432, -5.907], [-0.712, -3.695, 2.548], [1.182, -2.553, -0.107], [-0.725, -2.188, -3.694], [-2.602, -2.195, 2.762], [-1.054, 2.300, 3.025], [-2.934, 9.022, 5.810], [3.934, -2.696, 4.417], [-1.535, -3.147, -3.261], [1.969, -3.153, -8.672], [2.269, -2.816, -0.371], [-3.378, -3.895, -1.688], [-2.944, 5.201, 2.766], [2.153, -0.473, -3.909], [-2.434, -2.865, -2.254], [3.539, -1.803, 5.019], [-1.635, 5.982, 2.778], [-0.722, -0.946, -3.180], [1.469, -2.619, -7.324], [-1.648, -4.208, 0.256], [-2.394, 9.552, 4.948], [-1.710, 10.228, 3.842], [3.642, -3.197, -0.696], [2.964, -4.298, -8.522], [3.824, -4.715, -0.584], [2.444, 0.406, 4.849], [-3.635, 9.779, 2.243], [3.468, 0.972, 3.871], [-1.552, -4.607, 1.772], [3.544, -5.232, 0.822], [-2.726, 10.831, 2.865], [-1.604, -0.621, -2.181], [3.153, 0.205, -2.941], [0.784, -3.647, -6.551], [-3.090, -4.274, -0.209], [-1.288, -2.534, 3.079], [3.029, -0.660, 5.782], [-2.473, -1.610, -1.722], [-2.925, 3.990, 3.707], [-1.876, 3.043, 3.324], [-1.468, 0.467, -0.203], [-3.180, -1.399, -0.935], [1.120, -3.489, -9.268], [1.610, -0.018, 4.289], [-4.232, 9.273, 3.004], [-1.705, 6.849, 2.121], [-0.799, 5.375, 2.427], [-3.883, 3.472, 3.679], [-3.335, 11.571, 3.386], [-3.056, 9.026, 1.704], [-1.402, 6.337, 3.784], [-4.330, 10.237, 1.539], [-1.086, -4.932, -0.331], [-2.711, -1.215, 2.993], [-0.081, -0.013, 1.027], [-2.189, 11.358, 2.075], [2.264, -1.021, 6.469], [3.852, 0.198, 3.203], [-3.308, -4.768, -2.331], [3.165, -5.219, -1.296], [-2.060, 2.115, 0.603], [-3.759, 5.861, 3.062], [3.316, -4.625, -9.499], [4.196, -4.750, 1.551], [-0.077, -2.441, -4.435], [-3.772, -3.706, 0.420], [-1.048, -5.564, 1.816], [-3.157, 4.870, 1.746], [3.867, -2.858, -1.706], [-3.387, -5.314, -0.113], [4.314, 1.418, 4.398], [2.439, -2.334, -9.216], [0.281, -2.171, 4.019], [-1.069, 9.505, 3.335], [-2.559, -4.659, 2.160], [2.301, -2.248, -6.724], [-1.500, -4.126, -3.697], [4.847, -4.967, -0.865], [0.094, -3.417, 2.010], [-1.189, -3.229, 0.167], [3.833, -3.990, -7.936], [0.770, -1.795, -7.480], [3.013, 1.744, 3.250], [3.714, -6.307, 0.874], [2.040, 1.219, 5.454], [-2.745, 4.310, 4.734], [2.511, -5.162, -8.033], [4.317, -2.683, -0.010], [-2.791, -2.275, 1.771], [-1.072, 11.009, 4.257], [-4.383, -3.497, -1.739], [2.509, -5.052, 1.119], [3.846, -0.246, 6.375]], "atomic_forces_ev_per_a": [[-0.56, 1.53, -0.19], [0.10, -0.19, 0.05], [-0.21, 0.42, 0.05], [-0.19, -0.08, 0.21], [-0.25, 0.05, 0.26], [-0.25, 0.01, 0.25], [0.14, -0.27, 0.61], [0.39, 0.30, -0.58], [0.23, 0.21, -0.65], [0.11, -0.94, -0.51], [-0.28, -0.96, -0.13], [0.10, 0.12, -0.23], [-0.38, -0.19, 0.52], [-1.12, -0.04, -0.30], [0.07, -0.20, -0.10], [-0.07, -0.38, -0.19], [-0.08, 0.09, -0.46], [0.18, 0.05, -0.15], [-0.10, -0.10, 0.05], [-0.03, -0.03, -0.17], [-0.17, 0.07, 0.13], [0.18, -0.26, -0.12], [0.12, 0.07, 0.00], [0.77, -0.22, -0.18], [0.15, 0.18, -0.07], [0.12, -0.14, -0.63], [-0.92, -0.48, 0.76], [0.02, 0.00, 0.21], [-0.01, 0.03, -0.02], [1.00, 0.21, -0.24], [0.04, 0.11, -0.42], [-0.37, -0.26, 0.82], [0.27, 0.01, -0.05], [-0.23, 0.16, -0.03], [0.04, -0.18, -0.01], [-0.03, 0.02, 0.02], [-0.06, -0.24, 0.19], [0.07, 0.14, -0.21], [-0.06, 0.01, 0.00], [-0.03, 0.00, 0.00], [0.80, 0.41, -1.15], [0.05, -0.02, -0.03], [-0.14, -0.07, -0.16], [-0.07, 0.68, 0.58], [0.54, -0.40, -0.15], [0.21, 0.37, -0.05], [-0.15, -0.10, -0.59], [0.76, 0.59, 0.40], [-0.13, 0.08, -0.19], [0.31, 0.19, -0.42], [-0.03, 0.12, -0.18], [-0.08, -0.03, 0.25], [-0.06, 0.72, 1.00], [-0.08, 0.25, 0.16], [-0.06, 0.08, 0.02], [-0.10, -0.02, 0.09], [0.04, -0.03, 0.02], [-0.01, 0.02, 0.02], [0.00, -0.04, 0.05], [0.01, -0.05, 0.06], [0.06, 0.03, 0.04], [0.00, 0.00, -0.01], [0.01, 0.01, 0.00], [0.03, 0.00, -0.03], [0.34, 0.15, -0.19], [-0.17, -0.02, 0.38], [-0.29, -0.46, 0.49], [0.09, 0.01, 0.07], [0.03, -0.04, 0.04], [0.04, -0.03, 0.05], [-0.21, -0.22, 0.02], [0.02, 0.07, -0.07], [-0.46, 0.18, 0.24], [-0.05, -0.08, 0.04], [0.02, 0.01, 0.00], [-0.04, -0.01, 0.05], [0.06, -0.09, -0.15], [0.10, 0.15, 0.25], [-0.31, -0.42, 0.22], [-0.07, -0.05, 0.03], [0.01, 0.10, -0.05], [-0.32, -0.13, 0.15], [0.02, 0.00, -0.02], [-0.07, 0.09, 0.06], [-0.01, -0.06, 0.24], [0.01, -0.03, 0.02], [0.00, -0.14, 0.53], [0.03, -0.01, -0.01], [0.40, -0.17, -0.44], [0.01, 0.10, -0.06], [0.41, -0.16, 0.11], [0.03, 0.19, -0.33], [0.01, -0.01, 0.00], [0.02, 0.03, 0.07], [0.00, 0.03, 0.02], [0.02, 0.00, 0.01], [-0.04, -0.08, 0.08], [0.01, -0.03, 0.02], [0.00, 0.01, 0.03], [-0.03, 0.05, 0.02], [-0.03, -0.32, -0.01], [0.05, -0.04, 0.04], [-0.27, -0.03, -0.23], [0.01, 0.05, 0.01], [0.03, -0.04, 0.01]], "total_charge": 1, "e_tot_ev": -82770.697, "fmax_ev_per_a": 1.65, "gap_ev": 6.2}